--- one ---
A cluster of 2 separate species, C2H8NOS in total, computed with ωB97M-V/def2-TZVPD.

The calculation puts the gap between HOMO and LUMO at 0.4396 hartree. As for the total charge: +1.

Atoms and positions in Å:
C -0.80 1.39 0.08
C 1.63 -0.23 0.27
N -0.85 -1.22 -0.97
O -0.62 -0.87 1.59
S -0.22 -0.36 0.33
H -0.38 1.65 -0.84
H -0.24 2.12 0.77
H -2.40 1.36 0.13
H 1.93 0.10 -0.71
H 2.20 -1.20 0.50
H 1.80 0.60 1.05
H -0.28 -1.78 -1.60
H -1.76 -1.56 -0.59

***

--- two ---
A structure of composition C2H8NOS, computed with ωB97M-V/def2-TZVPD.

The calculation puts the gap between HOMO and LUMO at 0.3407 hartree. As for the total charge: +1.

Atoms and positions in Å:
C -1.70 -1.28 0.05
C 0.90 -0.14 -0.40
N 0.79 1.39 0.23
O 0.15 -0.89 0.30
S 2.67 -0.56 -0.09
H -1.61 -2.04 -0.57
H -2.00 -0.32 -0.36
H -2.07 -1.35 1.09
H 0.95 0.12 -1.46
H 1.68 1.74 0.60
H 0.25 1.07 1.03
H 0.45 2.12 -0.49
H 2.22 -1.23 1.04

***

The computed energies, referenced to the most stable structure and given in kcal/mol, are one 24.8; two 0.0.